Below is a cluster of 17 separate species, C28H24Br2Cl64IN2O2P in total in a non-equilibrium geometry, with properties calculated with wB97M-V/def2-TZVPD.

Values from the calculation:
- Lowest unoccupied orbital energy: -0.0036 Eh
- Net charge: 0
- Kohn-Sham gap: 8.798 eV

Each line ends with the Löwdin charge.
Positions of all 124 atoms, in Å:
C (2.5093, -0.3816, 0.5522)  -0.104
C (2.0922, -1.6047, -0.2870)  -0.272
C (1.3627, -2.6694, 0.5521)  -0.724
Br (2.1546, -4.4673, 0.2990)  0.664
N (-0.0750, -2.6992, 0.2677)  -0.065
C (-0.8051, -2.1790, 1.4127)  -0.516
C (-2.2823, -1.8355, 1.0840)  -0.222
O (-2.3350, -1.3327, -0.2235)  -0.082
C (-3.3315, -0.3503, -0.4556)  -0.354
C (-4.7861, -0.8351, -0.3071)  -0.185
C (-5.4721, -0.6420, 1.0562)  -0.280
C (-5.9219, 0.7975, 1.3177)  -0.623
I (-7.0726, 1.6936, -0.2696)  0.798
N (-3.0693, 0.8900, 0.2842)  0.137
C (-1.8680, 1.2792, 0.2015)  -0.367
C (-1.2196, 1.7898, 1.4816)  -0.013
C (-1.0115, 1.2890, -1.0449)  -0.003
P (-0.7148, -3.2904, 2.9283)  0.611
O (-2.2416, -3.2700, 3.5434)  -0.370
Br (0.5776, -2.1525, 4.4199)  0.221
H (2.5230, -0.6102, 1.6176)  0.073
H (1.8489, 0.4740, 0.4201)  0.037
H (3.5051, -0.0550, 0.2647)  0.008
H (1.4910, -1.3311, -1.1463)  0.105
H (3.0150, -2.0660, -0.6166)  0.014
H (1.5635, -2.4271, 1.5933)  0.026
H (-0.3319, -3.6761, 0.1659)  0.070
H (-0.3364, -1.2269, 1.6779)  0.086
H (-2.8351, -2.7783, 1.0962)  0.124
H (-2.6124, -1.1423, 1.8523)  0.109
H (-3.2016, -0.1164, -1.5184)  0.128
H (-4.8007, -1.9036, -0.5237)  0.110
H (-5.3518, -0.3714, -1.1074)  -0.008
H (-4.9003, -0.9797, 1.9166)  0.100
H (-6.3750, -1.2519, 1.0479)  0.071
H (-5.0951, 1.4530, 1.5504)  0.020
H (-6.5547, 0.8074, 2.1958)  -0.011
H (-1.1326, 1.0009, 2.2172)  0.071
H (-0.2730, 2.2564, 1.2216)  0.017
H (-1.8938, 2.5553, 1.8662)  0.088
H (-1.6643, 1.1523, -1.9028)  0.074
H (-0.5931, 2.2895, -1.1314)  0.088
H (-0.2502, 0.5146, -1.0591)  0.076
H (-2.5535, -2.3765, 3.7095)  0.038
C (3.9670, 3.4106, 0.9364)  -2.002
Cl (2.2847, 3.2531, 1.4610)  0.564
Cl (4.5722, 5.0146, 1.3577)  0.486
Cl (4.9453, 2.1580, 1.7152)  0.476
Cl (4.0588, 3.1990, -0.8203)  0.521
C (-5.7718, 2.7561, -4.3842)  -2.011
Cl (-7.5187, 2.8430, -4.1238)  0.509
Cl (-5.2104, 1.1163, -4.0234)  0.469
Cl (-5.4032, 3.1448, -6.0682)  0.510
Cl (-4.9590, 3.9043, -3.3177)  0.531
C (4.6793, 6.1543, 5.4141)  -2.024
Cl (5.3468, 5.8842, 7.0258)  0.493
Cl (5.3308, 7.6662, 4.7602)  0.520
Cl (5.1171, 4.8199, 4.3421)  0.484
Cl (2.9180, 6.2689, 5.5163)  0.533
C (8.1739, 5.7114, -0.9738)  -2.048
Cl (7.8400, 7.1777, -0.0426)  0.521
Cl (9.9173, 5.4235, -1.0157)  0.527
Cl (7.3648, 4.3395, -0.2127)  0.495
Cl (7.5686, 5.9101, -2.6228)  0.526
C (5.4673, 9.1003, 9.9022)  -2.050
Cl (5.3056, 7.5208, 10.6828)  0.517
Cl (5.4388, 8.8904, 8.1495)  0.487
Cl (4.1267, 10.1412, 10.3964)  0.524
Cl (6.9981, 9.8413, 10.3844)  0.524
C (5.0315, -1.4566, -3.6360)  -2.039
Cl (4.6848, -0.0564, -2.6070)  0.502
Cl (6.7758, -1.7319, -3.7006)  0.526
Cl (4.2373, -2.8756, -2.9514)  0.548
Cl (4.4195, -1.1515, -5.2651)  0.536
C (-6.5283, -2.2895, 7.2272)  -2.057
Cl (-7.5323, -1.5175, 8.4595)  0.519
Cl (-5.8077, -1.0337, 6.2013)  0.480
Cl (-5.2604, -3.2333, 8.0095)  0.531
Cl (-7.5297, -3.3501, 6.2301)  0.523
C (-8.3335, 2.3036, 4.8455)  -2.041
Cl (-8.9852, 3.6498, 5.7868)  0.527
Cl (-9.0570, 2.3384, 3.2289)  0.518
Cl (-6.5738, 2.4688, 4.7437)  0.523
Cl (-8.7433, 0.7873, 5.6515)  0.504
C (5.0596, 1.2567, 6.5325)  -2.037
Cl (4.8852, -0.4033, 7.1139)  0.534
Cl (5.0526, 1.2638, 4.7641)  0.449
Cl (3.7120, 2.2332, 7.1259)  0.524
Cl (6.5856, 1.9306, 7.1160)  0.529
C (7.6295, -1.0136, 1.4326)  -2.022
Cl (7.0973, 0.0712, 2.7257)  0.480
Cl (6.5122, -0.8899, 0.0701)  0.504
Cl (9.2531, -0.5545, 0.9042)  0.539
Cl (7.6514, -2.6763, 2.0223)  0.517
C (9.0115, -6.1691, -0.3798)  -2.033
Cl (8.7475, -4.4235, -0.4160)  0.497
Cl (8.7392, -6.8403, -1.9983)  0.507
Cl (10.6696, -6.5026, 0.1329)  0.507
Cl (7.8818, -6.9100, 0.7602)  0.531
C (-8.1035, -2.1242, -2.6928)  -1.997
Cl (-7.8608, -2.6204, -1.0168)  0.561
Cl (-7.0804, -0.7304, -3.0874)  0.430
Cl (-7.6798, -3.4583, -3.7731)  0.500
Cl (-9.8007, -1.6873, -2.9302)  0.537
C (-8.4698, 5.2734, -8.6443)  -2.048
Cl (-7.1880, 5.2107, -9.8611)  0.521
Cl (-9.9762, 4.6670, -9.3447)  0.521
Cl (-8.0135, 4.2733, -7.2607)  0.478
Cl (-8.6973, 6.9447, -8.1147)  0.524
C (-6.3620, -2.7193, -7.7075)  -2.033
Cl (-7.4598, -2.0876, -8.9404)  0.526
Cl (-4.9161, -3.3717, -8.4854)  0.508
Cl (-5.9042, -1.4157, -6.6031)  0.509
Cl (-7.1735, -4.0001, -6.7986)  0.497
C (13.2106, -9.1648, -2.1478)  -2.050
Cl (11.5043, -8.7106, -2.1524)  0.481
Cl (13.4512, -10.5469, -1.0719)  0.523
Cl (13.7138, -9.5991, -3.7862)  0.522
Cl (14.1783, -7.7986, -1.5769)  0.518
C (-4.5801, -5.0862, -12.1596)  -2.060
Cl (-3.1527, -4.4962, -11.2987)  0.503
Cl (-5.7553, -3.7754, -12.3144)  0.513
Cl (-4.1073, -5.6497, -13.7665)  0.524
Cl (-5.3021, -6.4207, -11.2537)  0.520

Below is an isolated molecule of C20H26FN5S in a non-equilibrium geometry, with properties calculated with wB97M-V/def2-TZVPD.

Values from the calculation:
- SMILES string: CCCCn1c2ccc(F)cc2c2nnc(SCCN3CCCCC3)nc21
- Lowest unoccupied orbital energy: -0.0053 Eh
- Net charge: 0
- Kohn-Sham gap: 8.082 eV

Each line ends with the natural charge from an NBO analysis.
Positions of all 53 atoms, in Å:
C (-5.0091, -3.1106, 0.5087)  -0.605
C (-3.8063, -2.9657, -0.4166)  -0.402
C (-2.4725, -3.1079, 0.3181)  -0.404
C (-2.0910, -1.8729, 1.1398)  -0.213
N (-1.8140, -0.7404, 0.2903)  -0.384
C (-2.6366, 0.3359, -0.0020)  0.235
C (-3.8952, 0.6425, 0.4915)  -0.251
C (-4.5110, 1.7961, 0.0423)  -0.259
C (-3.8724, 2.6199, -0.8782)  0.371
F (-4.5157, 3.7353, -1.2855)  -0.325
C (-2.6193, 2.3474, -1.3872)  -0.230
C (-2.0005, 1.1896, -0.9394)  -0.116
C (-0.7351, 0.5842, -1.2254)  0.098
N (0.2688, 0.8996, -2.0196)  -0.147
N (1.3024, 0.1093, -2.0289)  -0.325
C (1.3337, -0.9790, -1.2641)  0.237
S (2.7363, -1.9998, -1.3551)  0.285
C (3.9615, -0.8354, -2.0409)  -0.533
C (4.7033, -0.1452, -0.8988)  -0.222
N (3.7822, 0.5291, -0.0066)  -0.462
C (4.2098, 0.5243, 1.3792)  -0.209
C (3.0814, 1.0302, 2.2722)  -0.402
C (2.6999, 2.4499, 1.8706)  -0.397
C (2.3251, 2.4560, 0.3939)  -0.401
C (3.4581, 1.8742, -0.4458)  -0.225
N (0.3619, -1.4155, -0.4526)  -0.481
C (-0.6810, -0.6093, -0.4335)  0.381
H (-5.0022, -2.3578, 1.2929)  0.189
H (-5.0085, -4.0911, 0.9798)  0.204
H (-5.9330, -3.0017, -0.0540)  0.215
H (-3.8452, -1.9987, -0.9236)  0.200
H (-3.8639, -3.7387, -1.1853)  0.209
H (-2.5152, -3.9687, 0.9872)  0.207
H (-1.6718, -3.2847, -0.4024)  0.222
H (-2.8823, -1.6008, 1.8389)  0.206
H (-1.1780, -2.0902, 1.7015)  0.228
H (-4.3953, 0.0074, 1.2046)  0.220
H (-5.4911, 2.0717, 0.3977)  0.233
H (-2.1433, 3.0012, -2.0986)  0.243
H (4.6473, -1.4224, -2.6490)  0.226
H (3.4045, -0.1354, -2.6585)  0.260
H (5.2409, -0.9095, -0.3315)  0.200
H (5.4497, 0.5454, -1.3288)  0.178
H (4.4624, -0.5020, 1.6581)  0.202
H (5.1066, 1.1550, 1.5298)  0.156
H (2.2187, 0.3725, 2.1493)  0.202
H (3.3978, 0.9944, 3.3163)  0.206
H (1.8652, 2.8081, 2.4764)  0.207
H (3.5493, 3.1174, 2.0366)  0.193
H (1.4288, 1.8515, 0.2488)  0.195
H (2.1066, 3.4687, 0.0518)  0.211
H (3.1442, 1.8310, -1.4903)  0.218
H (4.3430, 2.5357, -0.3743)  0.157

Number 2 is which compound?
C20H26FN5S